Entry 1:
122
Properties=species:S:1:pos:R:3:lowdin_charge:R:1 method="wB97M-V/def2-TZVPD" orbital_gap_ev=5.3 e_tot_ha=-4730.6896 e_lumo_ev=1.927 total_charge=-1 relative_energy_kcal_mol=0.0
Rb -0.47892 1.96355 -0.37633 0.7072
C -2.01030 -1.83551 -7.33108 -0.1046
C -0.71893 -1.67818 -6.84432 -0.0868
C -0.51167 -1.42813 -5.49579 -0.0966
C -1.58497 -1.35627 -4.60707 -0.3815
C -2.87642 -1.51349 -5.10640 -0.0840
C -3.08775 -1.74642 -6.45992 -0.0927
P -1.15034 -1.03597 -2.85511 1.0623
C -2.79434 -0.52116 -2.22340 -0.4027
C -3.69171 -1.35935 -1.56834 -0.0846
C -4.95026 -0.89672 -1.20291 -0.0932
C -5.32980 0.40687 -1.49105 -0.0996
C -4.43638 1.25546 -2.13240 -0.0871
C -3.17701 0.79512 -2.48755 -0.1239
C -0.92093 -2.76303 -2.22038 -0.3777
C -1.12583 -3.86067 -3.06087 -0.0914
C -0.81969 -5.14863 -2.64110 -0.0977
C -0.29451 -5.34833 -1.37272 -0.0951
C -0.09797 -4.25666 -0.53723 -0.1179
C -0.40443 -2.94935 -0.92456 -0.3150
Si -0.09951 -1.41179 0.20069 0.6153
C 1.79673 -1.66590 0.50621 -0.3087
C 2.27680 -2.54269 1.49230 -0.1081
C 3.62733 -2.76355 1.69670 -0.0898
C 4.56510 -2.10752 0.90504 -0.0969
C 4.12754 -1.22841 -0.06696 -0.0956
C 2.76298 -0.99696 -0.26371 -0.3908
P 2.20524 0.19685 -1.54192 1.0333
C 2.71768 -0.62847 -3.08889 -0.3695
C 2.99763 0.11000 -4.24042 -0.1074
C 3.26084 -0.52660 -5.44480 -0.1011
C 3.21993 -1.91323 -5.52867 -0.1150
C 2.91231 -2.65586 -4.39745 -0.0899
C 2.66938 -2.02053 -3.18631 -0.0868
C 3.38982 1.58931 -1.38088 -0.3603
C 4.68333 1.65663 -1.89868 -0.1078
C 5.46025 2.78970 -1.70568 -0.0892
C 4.95469 3.87743 -1.00139 -0.0896
C 3.66429 3.83525 -0.49442 -0.0658
C 2.89449 2.69700 -0.69039 -0.1226
C -0.85597 -1.86932 1.91003 -0.3300
C -1.68896 -2.98485 2.08637 -0.1181
C -2.42453 -3.19642 3.24612 -0.1032
C -2.33748 -2.29549 4.29732 -0.1036
C -1.51649 -1.18202 4.16362 -0.1109
C -0.79036 -0.95574 2.99471 -0.3864
P 0.19600 0.59001 2.78567 1.0848
C -0.37740 1.65455 4.16777 -0.3743
C 0.40962 1.98435 5.27060 -0.0872
C -0.04080 2.89993 6.21656 -0.0913
C -1.28505 3.49471 6.07634 -0.0958
C -2.07801 3.17172 4.98169 -0.0712
C -1.62394 2.26881 4.03501 -0.1044
C 1.84820 0.09274 3.40751 -0.3825
C 2.96651 0.66006 2.80388 -0.0912
C 4.24562 0.37067 3.26278 -0.0831
C 4.41718 -0.49113 4.33523 -0.0985
C 3.30826 -1.07076 4.93985 -0.0903
C 2.03415 -0.78439 4.47469 -0.0992
H -2.17676 -2.01953 -8.38594 0.0934
H 0.13177 -1.73927 -7.51389 0.0976
H 0.49891 -1.28958 -5.12425 0.0771
H -3.72508 -1.45743 -4.43451 0.1022
H -4.09931 -1.86370 -6.83152 0.0967
H -3.40264 -2.38044 -1.34114 0.1074
H -5.63512 -1.56053 -0.68697 0.1034
H -6.30973 0.76834 -1.20097 0.1027
H -4.71209 2.28317 -2.33954 0.1088
H -2.48301 1.46881 -2.98284 0.1015
H -1.52354 -3.71243 -4.05600 0.0915
H -0.98899 -5.98809 -3.30572 0.0936
H -0.03784 -6.34710 -1.03598 0.0945
H 0.32195 -4.42449 0.45083 0.0943
H 1.56133 -3.05229 2.13268 0.0991
H 3.95441 -3.43694 2.48192 0.1008
H 5.62613 -2.26915 1.05803 0.0980
H 4.85540 -0.70549 -0.67747 0.0924
H 3.01396 1.19342 -4.19657 0.1071
H 3.48682 0.06538 -6.32425 0.0987
H 3.41495 -2.40941 -6.47193 0.0955
H 2.85670 -3.73684 -4.45080 0.1030
H 2.43027 -2.61421 -2.31105 0.1051
H 5.07787 0.82321 -2.46894 0.1014
H 6.46431 2.82808 -2.11251 0.0974
H 5.56365 4.76320 -0.86475 0.0974
H 3.22368 4.68057 0.01993 0.1008
H 1.88516 2.68584 -0.29748 0.0103
H -1.78450 -3.70476 1.28029 0.0833
H -3.06358 -4.06968 3.32478 0.0948
H -2.90157 -2.45053 5.20973 0.0933
H -1.45603 -0.46838 4.97659 0.0987
H 1.38685 1.53811 5.39498 0.0932
H 0.59152 3.15045 7.06006 0.0971
H -1.63104 4.21645 6.80627 0.0966
H -3.04242 3.64668 4.84440 0.1057
H -2.23043 2.06736 3.16108 0.0806
H 2.84209 1.32408 1.95465 0.0933
H 5.10415 0.81131 2.76900 0.1063
H 5.41441 -0.72339 4.69104 0.0972
H 3.43812 -1.75551 5.77066 0.0984
H 1.17322 -1.24723 4.94461 0.1061
O -0.86726 4.04966 -2.11986 -0.1898
H -0.85083 4.76418 -2.75950 0.0295
H -0.43334 4.41184 -1.30352 -0.0331
Cl 0.02724 6.51065 3.02986 0.5370
C 0.62209 4.88926 2.52158 -0.4638
C -0.08154 4.45561 1.23056 -0.7996
O -1.11775 3.77647 1.34868 -0.1837
O 0.47473 4.77530 0.14057 -0.1038
H 0.39265 4.21166 3.33888 0.0480
H 1.69183 4.99250 2.36972 0.0652
I -5.96848 4.30671 1.33372 0.8648
C -5.05281 2.45288 1.54107 -0.7263
C -5.67099 1.41687 2.22519 -0.1422
C -5.00658 0.20526 2.30898 -0.0491
C -3.76299 0.08046 1.70441 -0.1337
N -3.16556 1.07957 1.06147 0.0773
C -3.79919 2.24752 0.98204 -0.2457
H -6.64339 1.55700 2.67963 0.0936
H -5.43672 -0.63805 2.83498 0.1068
H -3.22109 -0.85919 1.74506 0.0930
H -3.27524 3.05458 0.48244 0.0844

---

Entry 2:
134
Properties=species:S:1:pos:R:3:lowdin_charge:R:1 method="wB97M-V/def2-TZVPD" orbital_gap_ev=2.8 e_tot_ha=-4188.7279 e_lumo_ev=-1.730
C -4.85578 2.84241 -9.32880 -0.1020
N -5.02302 2.13528 -8.07350 -0.2417
C -6.19306 2.52344 -7.31983 -0.1908
C -6.07062 1.96373 -5.90318 -0.1740
N -5.65013 0.55903 -5.86685 -0.1584
C -5.60763 -0.01929 -4.61044 -1.2408
S -6.69677 0.08054 -3.33455 0.4240
S -4.49151 -1.11344 -3.98762 0.5286
C -4.60549 0.14350 -6.79958 -0.1985
C -4.92981 0.70526 -8.17535 -0.2011
H -3.97843 2.43308 -9.84771 0.0804
H -5.72598 2.76368 -10.00962 0.0847
H -4.67554 3.90851 -9.14230 0.0797
H -6.23290 3.61916 -7.23423 0.1212
H -7.13962 2.17235 -7.77778 0.1255
H -5.32812 2.60483 -5.39229 0.0995
H -7.01905 2.03279 -5.34949 0.1014
H -3.60856 0.50836 -6.48754 0.1179
H -4.56952 -0.95253 -6.81731 0.0994
H -5.87741 0.24760 -8.51116 0.1273
H -4.11951 0.43412 -8.86602 0.1208
C 6.35906 2.88863 4.19800 -0.0534
N 5.17729 2.27276 4.77502 -0.1803
C 5.31287 1.93230 6.17902 -0.0576
C 3.95938 2.26487 4.15817 -0.2143
C 2.79575 1.85687 4.86913 -0.0128
C 1.60683 1.59122 4.20808 -0.0135
C 1.52160 1.71436 2.79573 -0.2694
C 0.32268 1.29796 2.04594 -0.1982
C -0.87945 0.87573 2.70267 -0.0848
C -2.16568 0.88977 2.18047 -0.0176
C -2.70721 1.70333 1.15693 -0.2302
C -4.05673 1.45064 0.78692 -0.0307
C -4.63831 2.09286 -0.28202 -0.0062
C -3.86326 3.00658 -1.06465 -0.2013
N -4.35902 3.49457 -2.23250 -0.1596
C -3.56788 4.36556 -3.06763 -0.0529
C -5.63301 3.05274 -2.72417 -0.1014
C -2.54862 3.34431 -0.63061 -0.0078
C -2.00572 2.73991 0.48471 -0.0174
Pd 1.46721 -0.51052 1.60703 0.3809
P 1.93623 -2.19039 3.04629 0.9662
C 1.13989 -3.75375 2.60072 -0.3298
C 1.85730 -4.87953 2.15857 -0.0920
C 1.17987 -6.01990 1.72301 -0.0785
C -0.21833 -6.06458 1.73670 -0.0765
C -0.94073 -4.94350 2.16001 -0.0743
C -0.26709 -3.78865 2.55610 -0.1244
C 3.72688 -2.34833 3.02108 -0.3857
C 4.37358 -3.46926 3.56616 -0.1024
C 5.76988 -3.53579 3.55359 -0.0709
C 6.52259 -2.47630 3.02696 -0.0782
C 5.87940 -1.34855 2.51169 -0.0781
C 4.48776 -1.28538 2.50572 -0.1138
C 1.50529 -1.84359 4.78590 -0.3238
C 2.48616 -1.54384 5.75164 -0.0888
C 2.11288 -1.14776 7.04055 -0.0922
C 0.76295 -1.05510 7.39565 -0.0875
C -0.21059 -1.36925 6.44750 -0.0826
C 0.15423 -1.75242 5.15641 -0.1137
P 1.23818 -0.93205 -0.61472 0.9709
C 1.97049 0.46805 -1.49691 -0.3478
C 3.27782 0.37938 -2.01018 -0.0810
C 3.93109 1.53468 -2.44920 -0.0836
C 3.31495 2.78797 -2.34326 -0.0929
C 2.01509 2.87949 -1.83982 -0.0881
C 1.33775 1.72545 -1.44369 -0.1276
C 1.92864 -2.51065 -1.14410 -0.3426
C 1.13583 -3.41738 -1.86948 -0.0638
C 1.57882 -4.72413 -2.06456 -0.0709
C 2.82241 -5.13510 -1.56994 -0.0871
C 3.62966 -4.22563 -0.88176 -0.0926
C 3.19041 -2.92000 -0.67115 -0.1142
C -0.51776 -0.94813 -1.05647 -0.3745
C -1.02492 -0.21804 -2.15097 -0.0803
C -2.39831 -0.02125 -2.26868 -0.1533
C -3.27309 -0.64288 -1.38135 -0.1707
C -2.78279 -1.47992 -0.37929 -0.0745
C -1.41009 -1.68263 -0.25357 -0.1034
C 2.63577 2.28527 2.11255 -0.0276
C 3.82024 2.57862 2.77173 -0.0134
H 6.37653 2.80308 3.10604 0.0747
H 6.44415 3.95099 4.47627 0.1005
H 7.24064 2.38002 4.60735 0.0863
H 4.82819 0.97465 6.40697 0.0823
H 6.38277 1.84434 6.40120 0.0865
H 4.88085 2.70819 6.83116 0.1007
H 2.84221 1.73685 5.95501 0.0987
H 0.74769 1.23230 4.77221 0.1099
H 0.26139 1.72147 1.04675 0.0586
H -0.76100 0.41822 3.69336 0.0807
H -2.86260 0.20003 2.65639 0.1174
H -4.61338 0.69744 1.34888 0.1254
H -5.66383 1.83915 -0.55384 0.1075
H -2.62041 3.89626 -3.36013 0.0934
H -4.12340 4.57277 -3.98396 0.0848
H -3.33501 5.30651 -2.55251 0.0935
H -6.43483 3.20312 -1.99178 0.0949
H -5.87771 3.58316 -3.64658 0.0739
H -5.58402 1.95852 -2.92719 -0.0195
H -1.95978 4.08426 -1.18119 0.0997
H -1.03352 3.08125 0.85922 0.1115
H 2.94485 -4.86883 2.14834 0.0827
H 1.74842 -6.87797 1.36443 0.1061
H -0.74396 -6.96557 1.41778 0.1053
H -2.03106 -4.96290 2.18209 0.1098
H -0.85136 -2.90417 2.81568 0.0810
H 3.79100 -4.28238 3.99574 0.1109
H 6.26373 -4.41558 3.96394 0.1052
H 7.61149 -2.52849 3.03180 0.1038
H 6.45112 -0.51161 2.10550 0.1056
H 3.98207 -0.41424 2.07823 0.0709
H 3.54335 -1.62468 5.49468 0.0987
H 2.88107 -0.91088 7.77209 0.1003
H 0.47657 -0.74099 8.40014 0.1038
H -1.26610 -1.31170 6.70615 0.1066
H -0.62711 -1.98661 4.43816 0.0781
H 3.77015 -0.59353 -2.06715 0.0962
H 4.93261 1.45815 -2.86738 0.1013
H 3.84745 3.68997 -2.64952 0.1013
H 1.52433 3.84830 -1.75033 0.1052
H 0.31271 1.80661 -1.07678 0.0848
H 0.16827 -3.09604 -2.26226 0.1108
H 0.94320 -5.42731 -2.59893 0.1074
H 3.15365 -6.16408 -1.71616 0.1042
H 4.60076 -4.54170 -0.49540 0.1064
H 3.80952 -2.22722 -0.09792 0.0889
H -0.34779 0.18812 -2.89909 0.1093
H -2.77043 0.61607 -3.07079 0.0715
H -4.35205 -0.46579 -1.44449 0.0593
H -3.47726 -1.94523 0.31972 0.1092
H -1.02205 -2.38071 0.49138 0.0774
H 2.55355 2.45956 1.03796 0.1069
H 4.66673 3.00672 2.21820 0.1006

---

Entry 3:
139
Properties=species:S:1:pos:R:3:lowdin_charge:R:1 method="wB97M-V/def2-TZVPD" orbital_gap_ev="5.5 / 4.8" e_tot_ha=-4404.0631 e_lumo_ev="-9.194 / -9.935" total_charge=+3 relative_energy_kcal_mol=6.2
Os 0.21733 -0.56420 -0.70723 0.9926
C 4.31056 0.49099 -0.87173 -0.0904
C 3.80085 -0.15934 -2.15166 -0.4995
C 4.55005 0.41114 -3.36171 -0.0838
P 1.97575 -0.14052 -2.30922 1.0124
C 1.63185 -1.25442 -3.73519 -0.4807
C 2.52725 -2.48944 -3.74108 -0.0867
C 0.13927 -1.63354 -3.64858 -0.1115
C 1.27022 1.35270 -3.05119 -0.2826
C 1.77282 2.00695 -4.16167 -0.0380
C 0.95501 2.82438 -4.94291 -0.0023
C -0.40121 2.91094 -4.66285 -0.0141
C -0.91282 2.28165 -3.54355 -0.0046
C -0.06347 1.56470 -2.68340 -0.2907
N -0.54216 0.98758 -1.45504 -0.1537
C -1.70905 1.61352 -0.91827 -0.3198
C -1.97432 2.97710 -1.10285 -0.0424
C -3.18472 3.50288 -0.70132 -0.0295
C -4.13995 2.68247 -0.11670 -0.0121
C -3.83506 1.35022 0.15512 -0.0576
C -2.60589 0.82828 -0.19422 -0.3263
P -2.06066 -0.87314 0.08270 1.0009
C -2.28379 -1.18668 1.87498 -0.5118
C -3.72696 -1.39311 2.35205 -0.0651
C -1.40850 -2.36081 2.31469 -0.1117
C -3.36343 -1.78486 -0.83257 -0.4998
C -3.33542 -1.37051 -2.31160 -0.0799
C -3.24777 -3.29831 -0.70785 -0.0865
H 5.35195 0.20139 -0.71027 0.1093
H 3.74599 0.18010 -0.00177 0.0202
H 4.27078 1.57990 -0.94261 0.0808
H 3.99384 -1.23393 -2.09136 0.1021
H 4.48519 1.49928 -3.37640 0.0805
H 4.19760 0.01445 -4.31724 0.0791
H 5.60596 0.15092 -3.27467 0.1012
H 1.79205 -0.67994 -4.64561 0.1188
H 2.58587 -2.94569 -2.75569 0.0487
H 3.54030 -2.26078 -4.07458 0.0880
H 2.11649 -3.23276 -4.42909 0.0986
H -0.07342 -2.14892 -2.69050 0.0403
H -0.13611 -2.32261 -4.45057 0.1066
H -0.51109 -0.76055 -3.73599 0.0636
H 2.80255 1.86633 -4.45586 0.0980
H 1.36446 3.32007 -5.81620 0.1310
H -1.06792 3.44362 -5.33017 0.1310
H -1.97795 2.30143 -3.36870 0.1267
H -1.23534 3.62346 -1.55570 0.1257
H -3.39273 4.55435 -0.86241 0.1309
H -5.11436 3.08015 0.14181 0.1301
H -4.57790 0.72595 0.63297 0.1057
H -1.90031 -0.27123 2.31116 0.0531
H -4.19557 -2.25852 1.87737 0.0827
H -4.35526 -0.51968 2.18796 0.0628
H -3.72122 -1.57777 3.42878 0.0981
H -1.73002 -3.29661 1.85262 0.0663
H -1.48611 -2.49246 3.39656 0.1035
H -0.35819 -2.20087 2.06158 0.0355
H -4.29722 -1.43912 -0.38381 0.1148
H -2.37884 -1.63407 -2.77385 0.0509
H -3.50613 -0.30033 -2.44838 0.0775
H -4.12068 -1.90126 -2.85412 0.1011
H -2.34862 -3.64436 -1.21637 0.0567
H -4.10738 -3.77184 -1.18908 0.1063
H -3.21328 -3.64379 0.32555 0.0645
C 0.14023 0.19584 3.77139 -0.1359
N 0.37701 1.18289 2.65768 -0.4383
P -0.90130 2.42695 2.40212 1.0991
C -1.71562 2.44766 4.02119 -0.3954
C -1.02133 2.61839 5.22432 -0.0934
C -1.71304 2.73040 6.41754 -0.0444
C -3.10728 2.69333 6.42291 -0.0478
C -3.80319 2.53688 5.23617 -0.0591
C -3.10621 2.40976 4.03626 -0.0997
C 0.02089 4.00106 2.51978 -0.3782
C -0.58358 5.12743 1.96970 -0.1006
C 0.00719 6.38135 2.09907 -0.0605
C 1.20418 6.51522 2.78836 -0.0588
C 1.80979 5.39679 3.34797 -0.0595
C 1.22717 4.14332 3.20537 -0.1098
P 1.23226 0.58733 1.36170 0.9559
C 2.10280 2.09175 0.79052 -0.3437
C 3.33878 2.44982 1.34024 -0.1014
C 3.96923 3.61842 0.94727 -0.0479
C 3.39683 4.44401 -0.01196 -0.0379
C 2.18869 4.08595 -0.58557 -0.0399
C 1.55387 2.91704 -0.18240 -0.1157
C 2.53154 -0.33227 2.19939 -0.3586
C 3.05708 0.13035 3.41174 -0.0996
C 4.15126 -0.50266 3.97317 -0.0250
C 4.73073 -1.60139 3.34009 -0.0254
C 4.20432 -2.06820 2.14774 -0.0462
C 3.10742 -1.42781 1.58450 -0.1525
H -0.90408 0.17223 4.06423 0.0729
H 0.71499 0.48397 4.64929 0.0855
H 0.44907 -0.80170 3.48423 0.0627
H 0.06122 2.68034 5.22878 0.0998
H -1.17030 2.85476 7.34690 0.1180
H -3.64580 2.79544 7.35701 0.1190
H -4.88702 2.51531 5.24123 0.1145
H -3.64741 2.29365 3.10532 0.0834
H -1.52396 5.02569 1.44080 0.0898
H -0.46294 7.25239 1.65632 0.1138
H 1.66549 7.49043 2.89084 0.1165
H 2.73663 5.50140 3.90104 0.1161
H 1.71476 3.27108 3.62988 0.0891
H 3.83168 1.82231 2.06546 0.1013
H 4.92183 3.88271 1.39150 0.1255
H 3.89530 5.35959 -0.30866 0.1237
H 1.73609 4.71452 -1.34502 0.1192
H 0.61062 2.66220 -0.60847 0.0496
H 2.61250 0.98045 3.91275 0.1041
H 4.56310 -0.13316 4.90466 0.1262
H 5.59326 -2.08617 3.78137 0.1248
H 4.65568 -2.91941 1.64993 0.1018
H 2.71767 -1.75027 0.64358 0.0274
O 0.80841 -2.59944 -0.45417 -0.7113
S 1.41787 -3.75833 0.38823 1.0843
C 2.39678 -4.73817 -0.70041 -0.3825
C 3.61745 -5.15520 -0.18482 -0.0660
C 4.42070 -5.99441 -0.94719 -0.0372
C 3.98734 -6.42108 -2.19243 -0.0262
C 2.75375 -6.00336 -2.69449 -0.0370
C 1.95504 -5.14838 -1.95609 -0.0960
C 0.16036 -4.92475 0.77937 -0.4054
C -0.78800 -5.34851 -0.14165 -0.0960
C -1.69588 -6.32146 0.23720 -0.0410
C -1.65089 -6.85814 1.52458 -0.0271
C -0.69527 -6.42657 2.43333 -0.0381
C 0.22167 -5.45075 2.06393 -0.0750
H 3.93168 -4.84743 0.80775 0.1014
H 5.37484 -6.32766 -0.55806 0.1241
H 4.60483 -7.09277 -2.77643 0.1253
H 2.40806 -6.35818 -3.65773 0.1247
H 1.01204 -4.79988 -2.35800 0.1084
H -0.81596 -4.92978 -1.13857 0.0952
H -2.43166 -6.67618 -0.47492 0.1256
H -2.36646 -7.61596 1.81833 0.1242
H -0.65846 -6.84857 3.43001 0.1239
H 0.97335 -5.10879 2.76891 0.1216